Formula: CH26O11
Source: the OMol25 dataset
Level of theory: the ωB97M-V functional and the def2-TZVPD basis

```
! wB97M-V def2-TZVPD RIJCOSX def2/J DEFGRID3
* xyz 2 1
O -0.319 3.966 1.540
H -0.359 4.654 0.872
H 0.004 3.128 1.200
H 0.160 4.260 2.318
O -2.068 2.717 -2.624
H -1.391 2.045 -2.514
H -1.743 3.513 -3.050
H -2.486 2.906 -1.781
O 3.705 3.302 -0.936
H 3.006 2.643 -0.923
H 3.768 3.570 -0.016
H 3.304 4.042 -1.397
C 0.762 -0.706 -0.608
O 0.815 0.720 -0.555
H 1.091 -1.234 0.287
H -0.223 -1.000 -0.971
H 1.385 -1.188 -1.361
O -2.265 -0.567 -4.720
H -2.272 -1.521 -4.636
H -2.993 -0.373 -5.311
O 5.863 -0.604 -1.249
H 6.797 -0.603 -1.043
H 5.428 -0.632 -0.397
O -5.391 -1.577 -0.929
H -4.506 -1.799 -1.219
H -5.651 -2.310 -0.371
O -2.905 -4.530 -0.016
H -3.295 -4.666 0.847
H -1.971 -4.411 0.158
O 2.205 0.631 4.688
H 3.021 0.132 4.721
H 1.935 0.589 3.771
O -1.830 -0.233 3.667
H -2.697 0.120 3.467
H -1.713 -0.949 3.043
O 0.923 -4.983 1.773
H 0.541 -4.905 2.647
H 1.364 -4.146 1.628
*
```

Its orbital gap is 4.14 eV. For the maximum force, the calculation gives 2.7 eV Å⁻¹. The energy comes out at -23955.986 eV.

***

Formula: CH27O16
Source: the OMol25 dataset
Level of theory: the ωB97M-V functional and the def2-TZVPD basis

```
! wB97M-V def2-TZVPD RIJCOSX def2/J DEFGRID3
* xyz -1 1
C -0.212 0.455 -0.153
O -1.322 -0.066 0.092
O 0.955 -0.184 0.175
O -0.175 1.520 -0.726
H 0.870 -0.951 0.759
O -3.292 -0.314 1.783
H -3.510 0.317 2.461
H -2.552 0.003 1.243
O 3.502 -2.396 0.186
H 3.615 -2.172 -0.753
H 3.362 -1.489 0.512
O 2.700 -0.530 3.658
H 2.638 0.011 2.812
H 3.262 -0.026 4.261
O -1.163 -1.891 -1.865
H -0.649 -2.596 -1.482
H -1.250 -1.296 -1.112
O 0.758 -2.253 2.164
H 0.078 -2.904 2.013
H 1.505 -2.765 2.524
O -1.516 1.454 -3.031
H -0.738 1.733 -3.539
H -1.189 1.556 -2.111
O 0.132 4.254 -2.354
H 0.388 3.666 -1.667
H -0.673 3.785 -2.691
O 1.551 -0.005 -2.482
H 1.261 0.216 -1.593
H 1.259 -0.895 -2.750
O -3.566 -0.158 -1.397
H -2.781 -0.138 -0.788
H -4.291 -0.556 -0.893
O -1.992 3.278 0.453
H -1.387 2.495 0.372
H -2.529 3.133 -0.321
O 1.983 3.056 -0.456
H 1.322 2.376 -0.496
H 2.634 2.825 -1.074
O 1.031 -3.280 -0.684
H 1.851 -3.057 -0.143
H 0.786 -4.174 -0.547
O -0.772 -0.472 3.538
H -0.301 -1.160 3.040
H -1.583 -0.408 3.061
*
```

Its orbital gap is 8.88 eV. For the maximum force, the calculation gives 3.1 eV Å⁻¹. The energy comes out at -34238.928 eV.

***

Formula: CH27O16
Source: the OMol25 dataset
Level of theory: the ωB97M-V functional and the def2-TZVPD basis

```
! wB97M-V def2-TZVPD RIJCOSX def2/J DEFGRID3
* xyz -1 1
C 0.336 -0.116 -0.163
O -0.297 -1.194 -0.029
O -0.289 1.059 -0.429
O 1.578 -0.152 -0.023
H -1.239 0.892 -0.303
O -2.154 2.552 1.988
H -2.341 3.367 2.401
H -2.245 2.684 1.034
O 2.436 -1.898 -1.742
H 1.712 -2.386 -2.142
H 2.076 -1.143 -1.225
O -1.234 -0.216 2.817
H -1.384 0.550 2.256
H -1.169 -1.022 2.294
O 0.190 -4.104 0.003
H 0.368 -4.118 -0.927
H -0.006 -3.148 0.133
O 2.078 2.279 1.882
H 2.266 1.513 1.365
H 1.510 1.943 2.615
O -2.807 2.858 -0.693
H -2.666 3.786 -0.639
H -3.155 2.615 -1.556
O -2.885 -0.039 0.220
H -3.406 0.219 -0.505
H -2.176 -0.557 -0.126
O 1.352 -2.287 1.858
H 0.862 -3.095 1.730
H 1.010 -1.613 1.264
O 0.465 4.233 0.646
H 1.144 3.724 1.081
H 0.254 3.686 -0.133
O 1.998 2.340 -1.506
H 1.573 1.475 -1.167
H 1.278 2.922 -1.671
O 0.129 -2.681 -2.728
H -0.278 -1.839 -2.560
H -0.455 -2.889 -3.436
O -2.321 -2.822 -1.224
H -1.660 -3.200 -1.809
H -2.056 -2.801 -0.285
O 4.101 -0.132 0.516
H 3.154 -0.185 0.358
H 4.360 -1.048 0.581
*
```

Its orbital gap is 8.95 eV. For the maximum force, the calculation gives 2.6 eV Å⁻¹. The energy comes out at -34238.539 eV.

***

Formula: CH28N3O11
Source: the OMol25 dataset
Level of theory: the ωB97M-V functional and the def2-TZVPD basis

```
! wB97M-V def2-TZVPD RIJCOSX def2/J DEFGRID3
* xyz 1 1
N -1.142 0.112 0.860
C -0.073 0.927 0.941
N 1.058 0.376 1.452
N -0.283 2.222 0.805
H -1.959 0.523 0.426
H -1.285 -0.660 1.497
H 1.900 0.972 1.342
H 1.257 -0.519 1.013
H 0.448 2.942 0.639
H -1.084 2.536 0.273
H 1.644 4.486 1.276
H 2.208 4.249 -0.073
O 1.977 3.756 0.730
H -2.077 -2.681 -2.871
H -1.927 -2.307 -1.423
O -1.487 -2.208 -2.274
H -1.421 0.043 4.291
H -0.433 0.017 3.173
O -0.886 -0.581 3.783
H -0.398 -2.729 0.257
H 1.025 -3.025 0.187
O 0.378 -2.464 -0.266
H -1.692 1.342 -2.086
H -2.789 2.360 -1.528
O -2.142 1.690 -1.299
H -3.352 -2.296 0.501
H -3.289 -3.517 1.376
O -3.174 -3.242 0.460
H 2.457 0.510 -1.726
H 3.843 0.745 -2.384
O 3.253 1.083 -1.704
H 0.029 0.375 -3.833
H -1.149 1.080 -4.495
O -0.694 0.988 -3.650
H 0.508 -0.604 -1.586
H 1.053 -1.711 -2.323
O 1.311 -0.806 -2.091
H -0.890 -2.336 3.171
H -1.250 -3.708 2.498
O -0.851 -2.847 2.341
H 3.905 1.231 0.028
H 3.858 2.248 1.358
O 3.616 1.429 0.934
*
```

Its orbital gap is 11.19 eV. For the maximum force, the calculation gives 2.0 eV Å⁻¹. The energy comes out at -28480.618 eV.

***

Formula: CH2AgAsBr2S4
Source: the OMol25 dataset
Level of theory: the ωB97M-V functional and the def2-TZVPD basis

```
! wB97M-V def2-TZVPD RIJCOSX def2/J DEFGRID3
* xyz -2 1
Ag 0.540 -0.500 -0.609
Br 2.076 -1.823 -2.372
C 2.346 -0.237 0.828
Br 2.344 -1.657 2.069
H 2.053 0.774 1.286
H 3.169 -0.434 0.156
S -3.437 2.476 -1.326
As -2.617 0.800 -0.339
S -1.835 -0.970 -1.469
S -0.640 1.431 0.584
S -4.000 0.138 1.190
*
```

Its orbital gap (alpha / beta) is 4.95 / 4.75 eV. For the maximum force, the calculation gives 2.1 eV Å⁻¹. The energy comes out at -249335.524 eV.

***

Formula: CH2Br2CrF5N2O6Te
Source: the OMol25 dataset
Level of theory: the ωB97M-V functional and the def2-TZVPD basis

```
! wB97M-V def2-TZVPD RIJCOSX def2/J DEFGRID3
* xyz 0 2
Cr -0.189 -0.309 0.376
Br 1.924 0.705 3.643
C 2.964 -0.358 2.450
Br 1.925 -1.619 1.412
H 3.658 -0.959 3.023
H 3.469 0.286 1.744
O -2.637 -0.704 3.262
N -2.165 -1.024 2.267
O -1.021 -0.128 1.914
F -0.533 0.735 -3.982
Te -1.538 0.147 -2.578
F -3.013 -0.829 -3.030
F -0.538 -1.975 -0.187
F -2.565 1.619 -2.985
F -0.641 -1.427 -2.835
O -1.702 0.358 -0.822
O 0.990 1.537 0.277
N 0.668 1.433 -0.932
O 0.129 2.280 -1.586
O 0.815 0.234 -1.429
*
```

Its orbital gap (alpha / beta) is 7.64 / 7.18 eV. For the maximum force, the calculation gives 1.4 eV Å⁻¹. The energy comes out at -205713.556 eV.

***

Formula: CH2Br2S
Source: the OMol25 dataset
Level of theory: the ωB97M-V functional and the def2-TZVPD basis

```
! wB97M-V def2-TZVPD RIJCOSX def2/J DEFGRID3
* xyz 0 1
C -0.125 -0.238 -0.139
S 0.629 -0.145 1.451
Br -1.889 0.218 -0.611
Br 0.263 -1.840 -1.232
H 1.431 1.346 -1.558
H -0.309 0.660 2.090
*
```

Its orbital gap (alpha / beta) is 9.43 / 7.91 eV. For the maximum force, the calculation gives 1.4 eV Å⁻¹. The energy comes out at -151984.763 eV.

***

Formula: CH2Br2S
Source: the OMol25 dataset
Level of theory: the ωB97M-V functional and the def2-TZVPD basis

```
! wB97M-V def2-TZVPD RIJCOSX def2/J DEFGRID3
* xyz 0 1
C -0.023 -0.428 0.043
S -1.682 -0.017 0.263
Br 1.342 0.051 1.202
Br 1.869 1.085 -2.220
H 0.403 -0.771 -0.836
H -1.908 0.079 1.548
*
```

Its orbital gap (alpha / beta) is 8.32 / 4.73 eV. For the maximum force, the calculation gives 2.8 eV Å⁻¹. The energy comes out at -151986.673 eV.

***

Formula: CH2BrClO
Source: the OMol25 dataset
Level of theory: the ωB97M-V functional and the def2-TZVPD basis

```
! wB97M-V def2-TZVPD RIJCOSX def2/J DEFGRID3
* xyz 0 3
C -0.074 -0.232 -0.612
O 0.218 1.685 -1.337
Cl 1.125 -1.064 -1.432
Br -0.217 3.021 -0.236
H 0.363 0.115 0.245
H -1.024 -0.163 -1.038
*
```

Its orbital gap (alpha / beta) is 6.54 / 7.61 eV. For the maximum force, the calculation gives 2.5 eV Å⁻¹. The energy comes out at -85675.737 eV.

***

Formula: CH2BrClO2S3
Source: the OMol25 dataset
Level of theory: the ωB97M-V functional and the def2-TZVPD basis

```
! wB97M-V def2-TZVPD RIJCOSX def2/J DEFGRID3
* xyz 0 1
C 1.182 2.185 0.577
O 2.257 -2.149 -1.341
O -0.965 -1.959 -1.179
S 2.724 2.049 0.322
S 3.051 0.780 -1.110
S 1.297 -1.207 -0.965
Cl -0.042 1.263 -0.270
Br 1.376 -1.432 1.211
H -0.881 -2.621 -0.577
H 0.707 2.751 1.404
*
```

Its orbital gap (alpha / beta) is 7.19 / 7.19 eV. For the maximum force, the calculation gives 5.3 eV Å⁻¹. The energy comes out at -120230.535 eV.

***

Formula: CH2BrF2N
Source: the OMol25 dataset
Level of theory: the ωB97M-V functional and the def2-TZVPD basis

```
! wB97M-V def2-TZVPD RIJCOSX def2/J DEFGRID3
* xyz 0 1
C 0.071 -0.541 0.010
N -0.383 0.735 0.393
F 0.517 -1.178 1.105
F 1.164 -0.473 -0.841
Br -1.236 1.700 -0.952
H -0.548 -1.404 -0.592
H 0.415 1.162 0.878
*
```

Its orbital gap is 10.11 eV. For the maximum force, the calculation gives 4.0 eV Å⁻¹. The energy comes out at -78035.705 eV.

***

Formula: CH2BrFO2S
Source: the OMol25 dataset
Level of theory: the ωB97M-V functional and the def2-TZVPD basis

```
! wB97M-V def2-TZVPD RIJCOSX def2/J DEFGRID3
* xyz 0 1
C 0.393 1.341 1.613
O 2.662 -0.465 1.279
O 3.489 -2.302 -0.114
F -0.702 0.739 1.970
S 3.784 -1.115 0.639
Br 4.564 0.843 -0.996
H 1.194 1.587 2.402
H 0.465 1.740 0.554
*
```

Its orbital gap (alpha / beta) is 10.10 / 3.72 eV. For the maximum force, the calculation gives 3.3 eV Å⁻¹. The energy comes out at -88755.404 eV.